Here is a 10-piece molecular cluster, C40H62F18O24 overall in a non-equilibrium geometry from the Open Molecules 2025 dataset. Energies are from ωB97M-V with the def2-TZVPD basis set.

Properties
E_tot: -140536.471 eV
SMILES: CCOC(=O)C(F)(F)F.CCOC(=O)C(F)(F)F.CCOC(=O)C(F)(F)F.CCOC(=O)C(F)(F)F.CCOC(=O)C(F)(F)F.CCOC(=O)C(F)(F)F.CCOC(=O)OC.CCOC(=O)OC.CCOC(=O)OC.CCOC(=O)OC
F_max: 5.70 eV/A
Kohn-Sham gap: 10.90 eV
ΔE to the lowest compared entry with this formula, charge and spin: 137.40 kcal/mol

Atoms and positions in Å:
C 6.11607 0.57875 4.68777
C 7.23486 0.09443 3.74449
O 7.72795 -1.20774 4.06805
C 8.44959 -1.86126 3.12322
O 8.85215 -1.36814 2.01745
C 8.59915 -3.36814 3.36532
F 8.01960 -3.88126 2.25563
F 9.92474 -3.76139 3.36543
F 7.98220 -3.88618 4.45807
H 6.47500 0.73622 5.70486
H 5.23648 -0.04400 4.85090
H 5.79554 1.50912 4.21897
H 8.03817 0.82862 3.80569
H 6.78832 0.08568 2.75018
C -8.19922 10.42481 5.63104
C -8.82852 9.99551 4.32306
O -7.88915 9.37423 3.47963
C -7.75674 8.04018 3.27975
O -8.48997 7.17489 3.80523
C -6.67726 7.70819 2.30082
F -5.92475 8.78265 2.02833
F -5.92381 6.72082 2.84530
F -7.30562 7.30967 1.14928
H -7.39951 11.11375 5.35912
H -7.80622 9.58578 6.20520
H -8.79968 11.12805 6.20810
H -9.08771 10.91873 3.80481
H -9.69483 9.36525 4.52403
C -2.28437 -1.95131 1.92850
C -1.92028 -0.68835 1.16348
O -0.57217 -0.65785 0.78167
C -0.24730 -0.91584 -0.49837
O -1.08045 -1.14371 -1.38115
C 1.29299 -1.05882 -0.77722
F 1.52371 -1.83751 -1.83609
F 1.79661 0.14388 -1.04366
F 1.94038 -1.48024 0.28516
H -1.77250 -2.71317 1.34057
H -3.33293 -2.22586 2.04356
H -1.84360 -1.91053 2.92458
H -2.30867 0.23567 1.59178
H -2.52263 -0.81687 0.26417
C 10.72931 -6.45856 -4.55890
C 9.96090 -7.66354 -4.97343
O 8.98862 -7.97515 -3.91228
C 7.71388 -7.50994 -4.01474
O 7.32204 -6.75168 -4.92380
C 6.81386 -7.93714 -2.81514
F 7.50548 -8.69727 -1.90326
F 6.23992 -6.93694 -2.23885
F 5.77124 -8.71191 -3.23066
H 10.16466 -5.54970 -4.35098
H 11.48350 -6.30589 -5.33089
H 11.23562 -6.69109 -3.62205
H 10.74041 -8.42485 -4.94375
H 9.45725 -7.68769 -5.93979
C 3.29899 2.69611 -9.28885
C 3.88064 2.05923 -10.66476
O 4.82872 2.81858 -11.44059
C 4.40356 3.77608 -12.24774
O 3.20861 4.07221 -12.47625
C 5.55049 4.42548 -13.11694
F 6.75907 4.18365 -12.65789
F 5.31616 4.08300 -14.35304
F 5.37531 5.74113 -13.07882
H 3.88811 3.59151 -9.09060
H 3.24220 2.03342 -8.42530
H 2.26806 2.99161 -9.48368
H 3.00394 1.69693 -11.20163
H 4.38812 1.11402 -10.47202
C 9.81305 0.91176 -5.95497
C 9.72386 1.65510 -7.28481
O 10.05755 0.94354 -8.43901
C 11.28731 0.45285 -8.69250
O 12.29931 0.86260 -8.11079
C 11.32759 -0.58977 -9.86253
F 12.03425 -0.01048 -10.87916
F 12.00962 -1.62935 -9.43599
F 10.10671 -1.01580 -10.29532
H 9.40394 -0.09077 -6.08006
H 9.23975 1.44626 -5.19752
H 10.85006 0.70078 -5.69381
H 10.40861 2.50022 -7.21420
H 8.69773 2.01446 -7.36241
C -2.95211 -10.62437 5.11666
C -3.47027 -9.99470 6.42762
O -2.94675 -10.63199 7.50971
C -3.41356 -11.78660 7.89514
O -4.23884 -12.48819 7.39082
O -2.82397 -12.03555 9.08734
C -2.97262 -13.28562 9.87053
H -1.86402 -10.66985 5.07104
H -3.16906 -10.06396 4.20728
H -3.33028 -11.64480 5.05498
H -4.55914 -9.97233 6.47190
H -3.20287 -8.93803 6.42113
H -3.47537 -14.05142 9.27986
H -3.48467 -13.17009 10.82581
H -1.98290 -13.63075 10.16959
C -13.39510 -1.34922 2.25229
C -14.44376 -0.64556 3.05341
O -15.66677 -0.55031 2.34416
C -16.70259 -0.04889 3.05808
O -16.69810 0.37987 4.25365
O -17.75564 -0.11486 2.32008
C -19.05326 0.24387 2.81456
H -13.84824 -2.21985 1.77821
H -12.59536 -1.76819 2.86300
H -12.92098 -0.73573 1.48617
H -14.18483 0.36643 3.36474
H -14.61501 -1.17028 3.99333
H -19.85662 0.16263 2.08236
H -19.14874 1.27770 3.14651
H -19.37195 -0.40794 3.62799
C -3.80841 3.75239 8.43615
C -4.59901 2.41535 8.61730
O -3.61151 1.45392 8.64824
C -3.82891 0.12687 8.83498
O -4.91454 -0.50386 8.85609
O -2.60040 -0.41651 9.08980
C -2.40661 -1.79770 9.21348
H -3.17894 4.01777 9.28553
H -4.49757 4.57352 8.23895
H -3.24751 3.79723 7.50262
H -5.32004 2.26101 7.81455
H -5.14725 2.45918 9.55836
H -2.81409 -2.16407 10.15574
H -1.34778 -2.03096 9.32554
H -2.76485 -2.43116 8.40201
C 2.40833 8.75464 -7.38553
C 1.18158 8.87364 -6.46971
O 1.20474 7.77984 -5.49615
C 1.79444 7.74743 -4.20520
O 2.52886 8.63786 -3.75054
O 1.34023 6.63342 -3.48274
C 1.74547 6.46869 -2.11980
H 2.08434 9.19142 -8.33017
H 2.53440 7.68815 -7.57209
H 3.29286 9.30408 -7.06329
H 0.27331 8.66492 -7.03500
H 1.09376 9.85928 -6.01265
H 1.60825 7.34629 -1.48807
H 2.82253 6.37581 -1.98050
H 1.39393 5.52044 -1.71318

Löwdin atomic charge list, values in e, 5 entries: atom 1 (C): -0.063, atom 2 (C): -0.203, atom 3 (O): 0.024, atom 4 (C): -0.295, atom 5 (O): 0.098